Density functional theory data (ωB97M-V with the def2-TZVPD basis set) for a cluster of 2 separate species, C2H2O in total at a distorted geometry.

Geometry (Å):
C (-0.10742, -1.32247, -0.26867)
C (-0.21298, -0.11400, -0.42161)
O (0.21550, 1.94101, -0.16372)
H (-0.00754, -2.33024, 0.02123)
H (0.11244, 1.82569, 0.83278)

Computed properties:
HOMO level (alpha / beta) in Ha: -0.408 / -0.408
ΔE to the lowest compared entry with this formula, charge and spin in kcal/mol: 133.71
Gap between HOMO and LUMO (alpha / beta) in eV: 8.53 / 8.52

These are the Löwdin partial charges, in e, on atoms 1 to 4: -0.01, 0.06, -0.10, 0.01

---

Density functional theory data (ωB97M-V with the def2-TZVPD basis set) for a cluster of 3 separate species, CH8O2S in total at a distorted geometry.

Geometry (Å):
C (-1.12969, 1.79346, -1.04290)
S (0.54952, 2.14276, -0.35364)
H (-1.92660, 1.75148, -0.29953)
H (-1.46653, 2.58225, -1.70472)
H (-1.05347, 0.83673, -1.53162)
H (0.81462, 1.05052, 0.33357)
O (-1.40452, -2.11984, -0.06921)
H (-1.24698, -2.16240, 0.88222)
H (-2.11880, -2.77731, -0.23221)
O (3.19855, -0.77559, 1.60087)
H (3.51829, -1.51511, 1.04068)
H (2.26561, -0.80694, 1.37647)

Computed properties:
HOMO level in Ha: -0.329
ΔE to the lowest compared entry with this formula, charge and spin in kcal/mol: 15.13
Gap between HOMO and LUMO in eV: 9.30
Structure (SMILES): CS.O.O

These are the Löwdin partial charges, in e, on atoms 1 to 4: -0.46, 0.63, 0.02, 0.02

---

Density functional theory data (ωB97M-V with the def2-TZVPD basis set) for a structure of composition C21H46CoNO2P3 at a distorted geometry.

Geometry (Å):
Co (-0.19599, 0.56207, 0.25774)
P (1.35656, 1.89064, 0.76489)
P (-0.42116, -0.14532, 2.22905)
P (0.05806, -0.45259, -1.55904)
H (-2.76090, 0.81190, 1.26679)
C (-2.55367, 0.47635, 0.23698)
C (-2.78410, -0.82961, -0.15974)
H (-2.20328, -1.66541, 0.24053)
C (0.38443, 3.39683, 1.13111)
C (2.56329, 1.87002, 2.15910)
C (2.52090, 2.24213, -0.59634)
C (-1.66388, -1.35808, 2.79936)
C (1.07728, -1.03786, 2.79098)
C (-0.64238, 1.13738, 3.55045)
C (-0.94767, -1.84437, -2.20715)
C (1.75516, -1.09754, -1.83505)
C (-0.04707, 0.64925, -3.02755)
H (-2.61987, 1.31346, -0.47578)
H (-3.65116, -1.05683, -0.78269)
H (0.91182, 4.28430, 0.75450)
H (0.22860, 3.51146, 2.21370)
H (-0.60228, 3.31111, 0.65464)
H (3.01887, 2.86495, 2.27167)
H (3.36276, 1.15543, 1.92177)
H (2.11631, 1.58653, 3.11657)
H (2.96561, 3.23594, -0.44952)
H (2.02868, 2.20385, -1.57633)
H (3.31268, 1.47989, -0.57200)
H (-1.61831, -1.43216, 3.89302)
H (-1.43158, -2.33783, 2.36882)
H (-2.67175, -1.06584, 2.49557)
H (1.03368, -1.17905, 3.88117)
H (1.98822, -0.48616, 2.53372)
H (1.08478, -2.01012, 2.27932)
H (-0.76956, 0.63665, 4.52057)
H (-1.54481, 1.72559, 3.34313)
H (0.20962, 1.82200, 3.62052)
H (-0.50437, -2.22246, -3.13672)
H (-1.96823, -1.49922, -2.40512)
H (-0.98164, -2.65223, -1.46588)
H (1.75157, -1.68983, -2.76016)
H (2.03564, -1.73871, -0.99104)
H (2.45497, -0.25831, -1.93276)
H (-0.10573, 0.03568, -3.93675)
H (0.84441, 1.28210, -3.09284)
H (-0.93744, 1.28015, -2.94132)
C (-2.36340, 3.77843, -2.20377)
C (-2.47866, 5.07206, -1.66070)
C (-3.43747, 5.93405, -2.20210)
C (-4.14429, 5.57618, -3.35996)
C (-3.93926, 4.32682, -3.95213)
C (-3.05017, 3.41483, -3.37581)
O (-1.70428, 2.77530, -1.49967)
H (-0.73472, 2.90238, -1.40341)
H (-1.88722, 5.36623, -0.79420)
H (-3.62540, 6.88995, -1.70488)
H (-4.88327, 6.25159, -3.79962)
H (-4.48877, 4.03892, -4.85242)
H (-2.91293, 2.41389, -3.79796)
C (3.12933, -6.16708, 1.18982)
N (1.97504, -5.37984, 0.77543)
C (0.73912, -6.02576, 0.38891)
C (1.95347, -4.02219, 0.79928)
C (3.24866, -3.31856, 1.12941)
O (0.88418, -3.42537, 0.54707)
H (2.90601, -7.22927, 1.04923)
H (3.37114, -5.99413, 2.25245)
H (4.02015, -5.90253, 0.59706)
H (-0.07857, -5.72641, 1.05940)
H (0.46306, -5.73116, -0.63434)
H (0.88200, -7.10467, 0.43433)
H (3.08655, -2.23529, 1.13903)
H (3.62433, -3.62732, 2.11546)
H (4.00829, -3.55716, 0.37217)

Computed properties:
HOMO level (alpha / beta) in Ha: -0.569 / -0.569
<S²>: 6.139
ΔE to the lowest compared entry with this formula, charge and spin in kcal/mol: 27.06
Charge: +3
Gap between HOMO and LUMO (alpha / beta) in eV: 6.06 / 2.67
Multiplicity: 5

These are the Löwdin partial charges, in e, on atoms 1 to 4: 0.10, 0.74, 0.75, 0.77

---

Density functional theory data (ωB97M-V with the def2-TZVPD basis set) for a structure of composition CH4ClCuN2O at a distorted geometry.

Geometry (Å):
Cu (-2.10659, 0.88939, -1.57068)
Cl (-0.90349, 1.78836, -0.67469)
C (0.47020, -0.67640, 0.68956)
O (0.98561, -1.51617, 1.46636)
N (0.87457, 0.57226, 0.56275)
N (-0.27283, -1.01648, -0.31621)
H (0.55800, 1.23501, -0.13054)
H (1.65260, 0.87295, 1.13225)
H (-0.68984, -0.17803, -0.69464)
H (-0.56825, -1.97092, -0.46414)

Computed properties:
HOMO level (alpha / beta) in Ha: -0.547 / -0.543
<S²>: 0.757
ΔE to the lowest compared entry with this formula, charge and spin in kcal/mol: 67.93
Charge: +1
Gap between HOMO and LUMO (alpha / beta) in eV: 9.72 / 6.05
Multiplicity: 2

These are the Löwdin partial charges, in e, on atoms 1 to 4: 0.35, 0.40, -0.57, 0.35

---

Density functional theory data (ωB97M-V with the def2-TZVPD basis set) for a cluster of 9 separate species, C18H54O18 in total at a distorted geometry.

Geometry (Å):
O (-4.29730, -2.84213, 2.16347)
C (-4.55858, -1.48176, 2.44457)
C (-3.83653, -0.60695, 1.45186)
O (-2.42732, -0.68878, 1.63096)
H (-3.95358, -3.26277, 2.96459)
H (-5.62595, -1.21715, 2.43304)
H (-4.20539, -1.19932, 3.44422)
H (-4.18028, 0.42553, 1.53938)
H (-4.08291, -0.89378, 0.42150)
H (-2.12402, -1.53650, 1.29001)
O (2.80914, -3.05049, -0.55071)
C (3.27957, -3.45088, 0.72128)
C (4.13616, -4.68239, 0.71987)
O (5.48985, -4.40918, 0.31208)
H (3.35587, -3.42508, -1.24576)
H (3.88959, -2.63727, 1.13073)
H (2.48029, -3.61248, 1.45130)
H (3.75255, -5.45938, 0.04838)
H (4.20204, -5.10248, 1.71955)
H (5.53783, -4.18034, -0.62017)
O (0.13645, 0.48653, -1.63746)
C (0.99499, 0.04107, -0.59293)
C (0.26297, -0.86601, 0.33578)
O (0.14324, -2.19509, -0.19648)
H (0.51732, 1.31723, -1.96425)
H (1.87098, -0.49673, -0.98304)
H (1.41073, 0.92542, -0.09640)
H (-0.73802, -0.47532, 0.52303)
H (0.72349, -0.96084, 1.32776)
H (1.05402, -2.44224, -0.42337)
O (1.27833, 2.92614, -2.30271)
C (1.87101, 2.99508, -3.60047)
C (0.96307, 3.55179, -4.66957)
O (0.62007, 4.91862, -4.49970)
H (0.92253, 3.80569, -2.12662)
H (2.85597, 3.46693, -3.53286)
H (2.11538, 1.97262, -3.91484)
H (0.05992, 2.92768, -4.66885)
H (1.45510, 3.44630, -5.63272)
H (0.05832, 5.02644, -3.72490)
O (5.96467, 3.23952, 2.94565)
C (4.71720, 2.85356, 3.51731)
C (4.21971, 1.50200, 3.02033)
O (3.40945, 1.57378, 1.83964)
H (6.63440, 2.57472, 3.12850)
H (4.84348, 2.79056, 4.60587)
H (4.03231, 3.67107, 3.30763)
H (3.59429, 1.08326, 3.81338)
H (5.06906, 0.82183, 2.90866)
H (4.01792, 1.61790, 1.09535)
O (-1.12138, -1.18492, -3.35579)
C (-2.10406, -1.89413, -2.63599)
C (-2.83149, -1.00584, -1.64079)
O (-4.27866, -1.14022, -1.70425)
H (-0.62037, -0.63607, -2.73152)
H (-2.72319, -2.51664, -3.27731)
H (-1.60222, -2.65089, -2.00256)
H (-2.58569, 0.04783, -1.79372)
H (-2.62953, -1.25601, -0.60054)
H (-4.56938, -0.61358, -2.45412)
O (-1.67221, 2.58915, 2.73428)
C (-0.64186, 2.40473, 1.78097)
C (0.54715, 3.31982, 1.96244)
O (1.30204, 2.99583, 3.12127)
H (-1.63315, 1.87146, 3.37037)
H (-0.37773, 1.34027, 1.77179)
H (-1.05202, 2.56112, 0.77159)
H (0.12857, 4.31793, 2.13361)
H (1.15488, 3.30234, 1.05370)
H (2.11569, 2.59906, 2.78899)
O (-0.33216, -4.72206, 1.50663)
C (-1.25940, -3.93401, 2.23053)
C (-2.00082, -4.87643, 3.14270)
O (-2.75859, -4.16200, 4.12556)
H (0.28981, -4.13291, 1.07025)
H (-0.70164, -3.22278, 2.84742)
H (-1.96604, -3.45999, 1.54532)
H (-1.23388, -5.43575, 3.69353)
H (-2.53874, -5.63039, 2.56629)
H (-2.36681, -4.34201, 4.98069)
O (-3.37125, 4.41257, -3.66650)
C (-2.69091, 3.44154, -4.41235)
C (-2.30843, 2.24807, -3.56171)
O (-1.79215, 2.66350, -2.29951)
H (-3.84819, 4.99619, -4.26137)
H (-3.28236, 3.05403, -5.26084)
H (-1.80070, 3.83837, -4.93379)
H (-1.53109, 1.72222, -4.11709)
H (-3.19605, 1.65144, -3.36555)
H (-0.83535, 2.65329, -2.39453)

Computed properties:
HOMO level in Ha: -0.329
ΔE to the lowest compared entry with this formula, charge and spin in kcal/mol: 38.30
Gap between HOMO and LUMO in eV: 8.90
Structure (SMILES): OCCO.OCCO.OCCO.OCCO.OCCO.OCCO.OCCO.OCCO.OCCO

These are the Löwdin partial charges, in e, on atoms 1 to 4: -0.06, -0.24, -0.22, -0.10

---

Density functional theory data (ωB97M-V with the def2-TZVPD basis set) for a cluster of 11 separate species, C27H54Br20FINO in total at a distorted geometry.

Geometry (Å):
F (0.19224, 2.77249, -2.39621)
N (-0.56442, 2.96600, -1.25962)
C (-1.86184, 2.24718, -1.42199)
C (-2.42047, 1.64487, -0.10851)
O (-1.55673, 0.73822, 0.55382)
C (-0.17941, 0.93694, 0.25407)
C (0.35888, -0.10257, -0.79601)
C (-0.18065, -1.53893, -0.54798)
C (-0.13803, -2.27113, -1.94784)
I (-0.26912, -4.41245, -1.73377)
C (0.20899, 2.39384, -0.11347)
H (-0.66939, 3.99231, -1.08171)
H (-2.59651, 3.00301, -1.75442)
H (-1.80666, 1.52849, -2.25547)
H (-3.32275, 1.06833, -0.39622)
H (-2.77921, 2.40984, 0.60858)
H (0.37435, 0.70944, 1.18863)
H (0.21730, 0.25612, -1.83393)
H (1.45642, -0.14860, -0.62793)
H (0.48405, -2.10137, 0.12493)
H (-1.20430, -1.56573, -0.13949)
H (0.77558, -1.92026, -2.45287)
H (-1.00088, -1.89164, -2.51972)
H (1.26534, 2.36102, -0.44110)
H (0.21117, 3.06972, 0.76110)
Br (-6.31878, 5.23972, 0.45174)
C (-5.41385, 6.13928, -1.01913)
C (-4.23682, 5.33913, -1.50709)
Br (-2.72160, 5.49828, -0.28423)
H (-5.14309, 7.13040, -0.66569)
H (-6.16420, 6.23072, -1.80358)
H (-3.87797, 5.72713, -2.45955)
H (-4.45394, 4.27893, -1.61002)
Br (-0.25818, -8.19829, -3.27406)
C (0.68334, -7.29618, -4.72126)
C (1.86182, -8.10320, -5.19928)
Br (3.35780, -7.97818, -3.95813)
H (0.96053, -6.31216, -4.35232)
H (-0.05373, -7.18806, -5.51566)
H (2.23794, -7.70739, -6.14128)
H (1.63546, -9.15893, -5.31734)
Br (0.48010, 9.46556, -0.47336)
C (1.02801, 8.29902, -1.93201)
C (0.36197, 6.95228, -1.83208)
Br (1.19023, 5.85330, -0.44642)
H (2.11253, 8.24326, -1.90472)
H (0.71647, 8.81033, -2.84119)
H (0.49185, 6.39147, -2.75745)
H (-0.69599, 7.01477, -1.59525)
Br (-6.36460, 9.83100, -1.23923)
C (-8.30109, 9.78232, -1.45040)
C (-8.77388, 8.41017, -1.85455)
Br (-8.41255, 8.05387, -3.73558)
H (-8.55869, 10.55560, -2.16802)
H (-8.70201, 10.05002, -0.47417)
H (-9.85476, 8.33303, -1.75070)
H (-8.30081, 7.61376, -1.28630)
Br (4.26842, -1.45265, -0.43044)
C (4.63590, -1.26343, 1.48131)
C (3.57782, -1.98758, 2.26619)
Br (1.90524, -0.99240, 2.27867)
H (4.69624, -0.20006, 1.69334)
H (5.61156, -1.71861, 1.64980)
H (3.85865, -2.08134, 3.31017)
H (3.35372, -2.97136, 1.86244)
Br (4.93887, -1.57779, 6.94768)
C (3.51574, -2.84105, 7.37373)
C (3.50540, -4.12730, 6.58036)
Br (2.75651, -3.92288, 4.78929)
H (2.58643, -2.28821, 7.27178)
H (3.68794, -3.06574, 8.42512)
H (2.83476, -4.83353, 7.06698)
H (4.48491, -4.58191, 6.46388)
Br (-3.75326, -1.83403, 0.18190)
C (-4.20766, -3.60462, 0.86016)
C (-3.80456, -3.76195, 2.30448)
Br (-1.88480, -4.02859, 2.48505)
H (-3.73334, -4.31944, 0.20404)
H (-5.28688, -3.68024, 0.75453)
H (-4.25971, -4.65640, 2.72679)
H (-4.06120, -2.90330, 2.91877)
Br (7.01838, 0.84755, 5.27012)
C (8.13288, 2.07463, 4.24609)
C (9.48330, 1.47819, 3.96138)
Br (10.62476, 1.52398, 5.53892)
H (8.19164, 2.99843, 4.81447)
H (7.58381, 2.25494, 3.32204)
H (10.01003, 2.06494, 3.20996)
H (9.43190, 0.44690, 3.63971)
Br (8.14167, -2.33919, -0.81905)
C (8.39792, -4.25402, -0.58656)
C (7.40807, -5.01685, -1.41543)
Br (5.63505, -5.00217, -0.61050)
H (8.32297, -4.46402, 0.47640)
H (9.41474, -4.45152, -0.92232)
H (7.68452, -6.06817, -1.47501)
H (7.30239, -4.61551, -2.41921)
Br (-7.47489, -3.18513, -1.09227)
C (-7.55554, -4.83972, -2.11848)
C (-7.08970, -6.02242, -1.30861)
Br (-5.14633, -6.06792, -1.14899)
H (-6.96770, -4.68151, -3.01785)
H (-8.60419, -4.95307, -2.38876)
H (-7.35378, -6.95156, -1.81073)
H (-7.48992, -6.03356, -0.29885)

Computed properties:
HOMO level in Ha: -0.396
Charge: +1
Gap between HOMO and LUMO in eV: 8.56

These are the Löwdin partial charges, in e, on atoms 1 to 4: 0.06, -0.06, -0.06, -0.16

---

> Number 3 is which compound?

C21H46CoNO2P3